Record 1
Density functional theory data (ωB97M-V/def2-TZVPD) for a molecular structure, C5H3N3 in a non-equilibrium geometry.

```
11
Properties=species:S:1:pos:R:3:forces:R:3
C 0.83646 1.61222 -0.39909 0.22 2.69 1.75
C 1.28659 0.39961 -0.82321 -2.11 1.73 1.37
C 0.37306 -0.58425 -0.24051 -0.95 1.28 1.29
C -1.37601 -1.50463 0.51929 0.59 -7.37 1.06
C -0.48639 0.27702 0.65383 0.86 6.94 -2.88
H 1.17452 2.74482 -0.15710 0.29 -2.96 -1.95
H 2.04390 0.18252 -1.43724 3.02 -0.55 -1.92
H -1.59858 -2.64242 0.84112 -1.38 3.09 -0.47
N -0.26227 -1.68680 -0.30134 2.34 0.10 -2.78
N -1.54349 -0.39257 1.00948 -4.10 0.30 3.74
N -0.44779 1.59449 0.33478 1.23 -5.25 0.81
```
Positions in Å, forces in eV/Å.

Computed properties:
- energy relative to the best compared isomer or geometry (same formula, charge and spin) (kcal/mol) = 98.40
- E (a.u.) = -356.4152
- Kohn-Sham gap (eV) = 7.083
- M (g mol⁻¹) = 105.100

Record 2
Density functional theory data (ωB97M-V/def2-TZVPD) for 8 unconnected molecules or ions with the total composition C9H29Br8N3O3 in a non-equilibrium geometry.

```
52
Properties=species:S:1:pos:R:3:forces:R:3
N -2.27978 2.03161 -3.15513 -0.29 0.13 -0.68
H -2.89628 1.23165 -3.14689 -0.31 -0.60 -0.26
H -1.69179 2.07654 -3.97511 -0.28 -0.14 -0.68
H -1.63283 1.87528 -2.39544 0.86 -0.10 1.79
H -2.83596 2.86930 -3.06009 -0.10 0.36 0.16
N 1.51139 4.14264 -1.79507 1.22 1.09 -1.44
H 1.12979 4.99179 -1.40335 -0.31 0.42 -0.32
H 1.31779 3.95600 -2.76861 -1.60 -0.01 -0.30
H 1.33413 3.34348 -1.20346 -0.21 -2.09 0.92
H 2.49676 4.26353 -1.98095 1.01 0.23 1.16
N 1.93668 1.87947 2.44860 1.08 0.97 0.71
H 1.37193 2.47163 3.04065 -0.53 -0.35 0.59
H 2.63881 2.50660 2.08278 -0.02 0.24 -1.12
H 1.40555 1.36534 1.76036 -0.33 -0.21 -0.65
H 2.54960 1.23666 2.92946 -0.26 -0.79 0.83
O -0.07913 0.57084 0.83237 0.94 0.34 -0.80
C 0.23939 1.26521 -0.29014 -2.32 0.17 -0.70
O -0.64399 1.37823 -1.13643 -2.21 -0.17 -1.44
O 1.29190 1.83043 -0.42386 4.62 1.75 1.28
H -0.90754 0.21300 0.50482 -0.92 -0.76 0.68
Br -0.06493 -0.93656 3.44191 -0.40 -1.04 -0.41
C -0.68449 -2.56526 2.39610 -0.52 0.40 -0.05
C 0.46195 -3.07230 1.59075 0.03 -1.26 0.66
Br -0.23155 -4.81424 0.83285 0.58 1.12 0.23
H -1.46610 -2.39968 1.65463 -0.30 1.08 0.35
H -1.15285 -3.23540 3.11695 0.68 0.03 0.18
H 1.30122 -3.33654 2.23411 0.09 -0.01 -0.40
H 0.72814 -2.36247 0.80756 0.10 -0.39 -0.07
Br -4.66881 1.33919 -0.06721 -0.22 0.13 -0.15
C -3.85574 1.19909 1.66839 0.05 -1.78 1.66
C -4.33377 -0.09980 2.44628 -0.01 1.06 0.23
Br -3.48752 -0.04962 4.28218 -0.67 -0.02 -1.27
H -4.14351 2.04398 2.29404 0.01 0.06 -0.39
H -2.77226 1.16871 1.55332 -0.14 0.12 -0.10
H -4.15512 -1.08368 2.01250 0.61 0.34 -0.17
H -5.41156 -0.06879 2.60595 0.13 0.27 0.18
Br -0.62588 -5.07080 -2.79264 -0.47 0.85 0.21
C -1.95114 -3.68378 -2.24325 -0.28 -0.48 -1.44
C -1.30784 -2.33330 -2.06086 0.47 -0.60 1.37
Br -2.59912 -1.05441 -1.32098 -0.36 -0.21 -0.31
H -2.50912 -4.10758 -1.40829 0.37 0.38 0.13
H -2.61827 -3.60794 -3.10191 -0.10 -0.28 0.11
H -0.85261 -1.90737 -2.95499 -0.14 -0.18 0.18
H -0.61720 -2.41054 -1.22112 0.42 0.13 -0.42
Br 3.77517 -0.54163 1.47409 0.33 0.23 -0.42
C 4.58424 0.21137 -0.16638 -0.29 -1.34 -1.31
C 5.51402 -0.85041 -0.83510 0.53 0.75 1.67
Br 7.06774 -0.97666 0.37331 0.03 -0.12 -0.44
H 5.05782 1.17077 0.04193 0.16 -0.39 0.18
H 3.74236 0.35539 -0.84358 -0.16 0.19 0.20
H 5.89346 -0.55005 -1.81179 -0.19 0.16 0.15
H 5.12686 -1.86894 -0.86326 -0.35 0.36 -0.06
```
Positions in Å, forces in eV/Å.

Computed properties:
- energy relative to the best compared isomer or geometry (same formula, charge and spin) (kcal/mol) = 37.25
- E (a.u.) = -21341.8779
- Kohn-Sham gap (eV) = 7.585
- charge = +2
- M (g mol⁻¹) = 866.581

Record 3
Density functional theory data (ωB97M-V/def2-TZVPD) for a molecular structure, C27H27CuN7OSeSi.

```
65
Properties=species:S:1:pos:R:3:forces:R:3
Cu -0.09673 -0.04494 -0.20345 -0.06 -0.01 -0.14
C -2.22028 -3.59998 0.47171 0.00 -0.02 0.09
C -2.39986 -3.64487 1.85072 0.03 0.01 -0.04
C -1.62422 -2.83442 2.64908 -0.04 -0.08 -0.11
C -0.69556 -1.96037 2.06523 0.12 -0.06 0.13
N -0.52957 -1.92083 0.73108 -0.05 0.18 0.08
C -1.27258 -2.73323 -0.03246 -0.07 -0.04 -0.03
N 0.04175 -1.21139 2.98135 0.08 0.32 -0.16
C 0.68007 -0.12577 2.68394 0.07 -0.11 0.13
N 0.77869 0.53910 1.50497 -0.18 -0.11 -0.25
C 1.59406 1.61227 1.62686 -0.04 0.10 0.11
N 2.02553 2.45130 0.73985 -0.09 -0.24 0.06
C 1.78424 2.35507 -0.62800 0.06 0.14 0.17
C 2.51796 3.27682 -1.39509 -0.08 -0.03 -0.08
C 2.38120 3.30165 -2.76236 -0.03 0.00 0.01
C 1.49624 2.41105 -3.36181 0.03 0.00 -0.01
C 0.80756 1.53525 -2.55092 -0.01 -0.19 -0.14
N 0.94381 1.48796 -1.21860 0.04 -0.01 0.09
C 2.01101 1.71967 3.05652 0.12 -0.08 0.03
C 2.80268 2.63381 3.72155 -0.09 -0.06 0.02
C 3.00992 2.42821 5.08208 0.01 0.03 0.05
C 2.45345 1.33262 5.73925 0.03 0.01 0.02
C 1.67357 0.40454 5.05595 0.01 0.06 -0.09
C 1.46238 0.62430 3.70933 -0.02 0.07 0.05
H -2.78726 -4.22251 -0.20475 -0.04 -0.02 -0.01
H -3.12863 -4.31020 2.29689 -0.01 -0.03 -0.01
H -1.69530 -2.84800 3.72647 -0.02 0.02 0.03
H -1.10226 -2.65653 -1.10194 0.01 -0.01 -0.05
H 3.17929 3.94609 -0.86673 0.04 0.02 0.01
H 2.95630 4.00263 -3.35448 0.00 0.01 -0.03
H 1.35254 2.36605 -4.43124 0.00 0.04 -0.04
H 0.14451 0.78773 -2.98069 0.03 0.03 0.01
H 3.23307 3.47459 3.19594 0.02 0.03 -0.02
H 3.61368 3.13039 5.64327 0.02 0.00 0.02
H 2.63568 1.20377 6.79865 0.01 -0.01 0.02
H 1.24397 -0.45722 5.54808 -0.02 -0.02 0.01
C 2.60471 -1.67389 -2.33063 -0.12 0.01 -0.01
Si 1.36459 -2.80964 -3.19237 0.07 -0.08 -0.01
C 1.16062 -4.29916 -2.03607 -0.06 0.08 -0.06
C 2.25511 -3.46915 -4.72483 -0.03 0.02 0.03
Se -0.55875 -1.84475 -3.73358 0.07 0.02 0.11
H 3.56868 -2.16340 -2.17521 0.05 -0.10 -0.01
H 2.22606 -1.36310 -1.35458 -0.04 0.05 0.05
H 2.77377 -0.77484 -2.92219 0.02 0.12 -0.05
H 2.02598 -4.96286 -2.08250 0.10 -0.03 -0.03
H 0.27260 -4.87113 -2.30670 -0.04 -0.06 -0.02
H 1.04920 -3.97541 -1.00134 -0.03 0.04 0.08
H 3.15703 -4.02299 -4.45140 0.05 -0.02 0.01
H 2.54101 -2.64555 -5.37994 0.01 0.05 -0.04
H 1.59975 -4.12954 -5.29288 -0.04 -0.05 -0.02
N -3.79576 3.41432 2.02242 0.06 -0.02 0.05
C -4.42844 3.19345 0.84345 -0.03 0.01 -0.09
O -5.41733 3.82899 0.52243 -0.03 0.00 0.00
C -3.86042 2.13330 -0.05050 0.01 -0.01 0.02
C -4.55163 1.80836 -1.21423 0.05 -0.04 0.01
C -4.03080 0.84211 -2.05249 -0.02 0.02 0.02
C -2.83377 0.22552 -1.71289 0.00 -0.02 0.02
N -2.16524 0.53535 -0.60187 0.11 0.06 -0.04
C -2.67062 1.46714 0.20253 -0.01 -0.01 0.01
H -4.14717 4.15334 2.60439 0.00 0.00 0.01
H -2.97666 2.91251 2.30912 -0.01 0.01 0.00
H -5.47634 2.32473 -1.43289 -0.01 0.01 0.01
H -4.52880 0.56130 -2.96915 -0.03 0.00 -0.02
H -2.36922 -0.52585 -2.34530 0.00 -0.03 -0.02
H -2.05906 1.67624 1.07293 0.02 0.02 0.04
```
Positions in Å, forces in eV/Å.

Computed properties:
- energy relative to the best compared isomer or geometry (same formula, charge and spin) (kcal/mol) = 16.79
- E (a.u.) = -5835.2523
- Kohn-Sham gap (eV) = 6.036
- charge = -1
- M (g mol⁻¹) = 636.153

Record 4
Density functional theory data (ωB97M-V/def2-TZVPD) for CH4N4S in the gas phase in a non-equilibrium geometry.

```
10
Properties=species:S:1:pos:R:3:forces:R:3
C 1.18272 -0.03548 -0.20632 -2.51 -0.83 3.98
N 0.71950 1.36708 -0.16203 2.58 1.06 -1.05
N -0.05689 -0.86156 -0.09355 2.29 0.24 -0.08
N -1.10770 -0.22940 0.49582 -0.30 0.36 -1.87
N -0.34454 1.71807 0.04526 -1.62 0.04 0.86
S -2.63311 -0.49317 -0.11610 -0.54 -0.11 0.07
H 1.73699 -0.20171 -1.04700 1.06 -0.59 -2.43
H 1.81108 -0.24862 0.66587 -0.04 0.58 -0.09
H -0.36195 -0.91982 -1.01747 -0.88 -0.97 -2.04
H -0.94610 -0.09538 1.43553 -0.04 0.23 2.64
```
Positions in Å, forces in eV/Å.

Computed properties:
- energy relative to the best compared isomer or geometry (same formula, charge and spin) (kcal/mol) = 72.51
- E (a.u.) = -657.5601
- Kohn-Sham gap (alpha / beta) (eV) = 6.916 / 7.736
- M (g mol⁻¹) = 104.138

Repeat the first record exactly.
Density functional theory data (ωB97M-V/def2-TZVPD) for a molecular structure, C5H3N3 in a non-equilibrium geometry.

```
11
Properties=species:S:1:pos:R:3:forces:R:3
C 0.83646 1.61222 -0.39909 0.22 2.69 1.75
C 1.28659 0.39961 -0.82321 -2.11 1.73 1.37
C 0.37306 -0.58425 -0.24051 -0.95 1.28 1.29
C -1.37601 -1.50463 0.51929 0.59 -7.37 1.06
C -0.48639 0.27702 0.65383 0.86 6.94 -2.88
H 1.17452 2.74482 -0.15710 0.29 -2.96 -1.95
H 2.04390 0.18252 -1.43724 3.02 -0.55 -1.92
H -1.59858 -2.64242 0.84112 -1.38 3.09 -0.47
N -0.26227 -1.68680 -0.30134 2.34 0.10 -2.78
N -1.54349 -0.39257 1.00948 -4.10 0.30 3.74
N -0.44779 1.59449 0.33478 1.23 -5.25 0.81
```
Positions in Å, forces in eV/Å.

Computed properties:
- energy relative to the best compared isomer or geometry (same formula, charge and spin) (kcal/mol) = 98.40
- E (a.u.) = -356.4152
- Kohn-Sham gap (eV) = 7.083
- M (g mol⁻¹) = 105.100

- What is the formula in the first record?
  C5H3N3